Formula: C4H13NO2
Source: the OMol25 dataset
Level of theory: ωB97M-V with the def2-TZVPD basis set

XYZ file:
```
20
Properties=species:S:1:pos:R:3:forces:R:3:mulliken_charge:R:1
C 2.609 -0.529 -0.659 0.9 0.6 0.2 -1.008
C 1.334 -0.552 0.063 -2.6 2.1 1.4 -0.266
C 0.446 0.466 0.369 3.1 -3.7 0.6 0.065
N -0.599 0.010 1.279 0.3 2.2 -0.3 -0.393
C -1.050 1.225 2.024 -0.2 -0.8 0.5 -0.827
H 3.279 0.379 -0.507 -1.1 -1.0 -0.3 0.292
H 3.161 -1.415 -0.355 0.3 0.1 -0.2 0.305
H 2.315 -0.651 -1.684 0.6 0.0 -1.0 0.259
H 0.962 -1.513 0.450 0.5 0.1 -0.5 0.186
H 0.778 1.517 0.236 -1.0 -0.6 0.0 0.253
H -0.196 -0.672 1.950 -0.4 0.9 -0.9 0.278
H -0.549 1.183 3.006 -0.2 0.6 -0.3 0.342
H -0.775 2.150 1.460 -0.5 -0.8 0.7 0.281
H -2.134 1.156 2.200 0.3 0.4 -0.1 0.255
O -3.046 -0.046 -0.566 0.4 -1.4 -1.5 -0.676
H -2.849 -0.593 -1.394 -0.3 1.2 1.8 0.314
H -2.465 -0.456 0.100 0.1 0.3 -0.2 0.331
O -0.478 -0.919 -2.473 1.6 1.0 1.4 -0.605
H -0.844 -0.599 -3.269 -0.9 0.3 -1.7 0.299
H 0.101 -0.142 -2.227 -0.9 -1.4 0.2 0.315
```
Positions in Å, forces in eV/Å.

## Properties
Energy ... -365.3651 hartree
E_HOMO ... -8.1 eV
Frontier orbital gap ... 8.91 eV
Max |F| ... 4.91 eV Å⁻¹
Structure (SMILES) ... C/C=C/NC.O.O

Formula: C8H19ClO7S2
Source: the OMol25 dataset
Level of theory: ωB97M-V with the def2-TZVPD basis set

XYZ file:
```
37
Properties=species:S:1:pos:R:3:forces:R:3:mulliken_charge:R:1
C -1.785 1.749 0.699 -0.6 -0.6 0.8 -0.992
C -2.222 0.580 1.663 1.3 0.5 -1.1 -0.602
C -1.483 -0.767 1.345 -1.9 -0.8 0.7 0.094
C -2.283 -1.573 0.257 2.0 0.6 0.0 -1.510
S 0.213 -0.456 0.692 -0.1 -0.3 -0.1 0.275
C 1.427 -0.524 2.056 1.0 -0.2 1.0 -0.836
C 2.776 0.223 1.760 -0.5 -0.6 -0.2 -0.696
C 3.311 0.120 0.285 0.6 1.0 0.7 -0.690
C 3.409 1.555 -0.361 0.2 -2.1 0.0 -0.861
S 1.991 2.024 -1.412 -0.9 5.8 -2.6 1.207
O 2.569 2.787 -2.545 -0.5 -2.5 2.1 -0.641
O 1.010 2.893 -0.698 1.5 -3.1 -0.3 -0.576
O 1.264 0.698 -2.042 1.3 0.6 1.2 -0.447
H -0.837 2.177 1.062 -0.4 0.0 -0.5 0.343
H -1.698 1.390 -0.344 0.0 0.3 0.5 0.111
H -2.587 2.508 0.738 0.6 -0.2 -0.1 0.423
H -1.983 0.892 2.692 -0.5 -0.2 -0.3 0.336
H -3.290 0.402 1.475 0.4 -0.1 0.6 0.382
H -1.455 -1.399 2.256 0.6 0.4 -0.4 0.456
H -3.314 -1.778 0.578 0.4 0.3 -0.1 0.454
H -1.750 -2.531 0.099 -0.5 0.3 -0.2 0.324
H -2.228 -0.983 -0.684 -0.5 -0.8 0.7 0.548
H 0.473 -1.596 -0.044 -0.2 0.5 0.8 0.274
H 1.677 -1.551 2.378 -0.6 0.3 -0.5 0.423
H 0.966 -0.041 2.940 -0.2 -0.2 -0.7 0.401
H 2.663 1.261 2.119 0.1 -0.4 -0.5 0.422
H 3.532 -0.242 2.421 -0.5 0.2 -0.2 0.365
H 4.357 -0.233 0.358 -0.6 0.1 -0.2 0.352
H 2.782 -0.610 -0.348 0.1 0.4 0.2 0.532
H 4.309 1.592 -0.999 -0.8 0.1 -0.1 0.397
H 3.578 2.267 0.461 -0.7 0.2 -0.7 0.440
H 0.305 0.833 -2.021 -0.2 0.2 0.0 0.359
O -4.430 -2.905 -3.047 0.3 0.2 0.1 -0.652
Cl -3.144 -2.338 -3.376 -0.3 -0.5 -0.8 1.651
O -2.121 -3.359 -3.302 0.0 0.1 0.1 -0.686
O -2.828 -1.296 -2.411 0.0 0.4 -0.2 -0.726
O -3.176 -1.766 -4.700 0.1 -0.1 0.4 -0.654
```
Positions in Å, forces in eV/Å.

## Properties
Energy ... -2099.0492 hartree
E_HOMO ... -8.4 eV
Frontier orbital gap ... 7.31 eV
Max |F| ... 6.44 eV Å⁻¹

Formula: C4H7NO
Source: the OMol25 dataset
Level of theory: ωB97M-V with the def2-TZVPD basis set

XYZ file:
```
13
Properties=species:S:1:pos:R:3:forces:R:3:mulliken_charge:R:1
C -1.646 -0.476 -0.204 -0.1 0.0 0.1 -1.241
C -0.301 0.206 -0.385 0.0 -0.1 -0.3 0.180
C 1.088 1.299 0.857 0.1 0.1 -0.2 -0.599
N 1.810 0.106 0.464 0.0 -0.1 0.1 -0.126
C 0.923 -0.689 -0.220 0.0 -0.3 0.0 0.271
O 1.015 -1.861 -0.503 -0.1 0.4 0.1 -0.581
H -1.799 -1.193 -1.015 0.1 0.1 0.1 0.345
H -1.692 -1.024 0.740 0.0 0.1 -0.1 0.322
H -2.461 0.252 -0.228 0.1 -0.1 0.0 0.378
H -0.261 0.803 -1.298 0.0 0.0 0.1 0.332
H -0.225 0.922 0.596 0.0 0.1 0.1 0.246
H 1.187 2.012 0.020 -0.1 -0.1 0.1 0.201
H 2.362 -0.356 1.176 0.0 0.0 -0.1 0.273
```
Positions in Å, forces in eV/Å.

## Properties
Energy ... -286.4663 hartree
E_HOMO ... -8.7 eV
Frontier orbital gap ... 8.81 eV
Max |F| ... 0.45 eV Å⁻¹

Formula: C11H8Cl3IN2O3Tc
Source: the OMol25 dataset
Level of theory: ωB97M-V with the def2-TZVPD basis set

XYZ file:
```
29
Properties=species:S:1:pos:R:3:forces:R:3:mulliken_charge:R:1
Tc -0.240 -0.397 0.321 -2.5 0.1 -0.8 0.770
Cl -5.615 0.004 -4.326 -0.1 0.0 -0.1 -0.101
C -4.575 0.115 -2.996 0.8 -0.2 0.1 0.509
C -3.237 -0.328 -3.151 -0.6 0.1 -0.1 -0.971
C -2.421 -0.226 -2.066 0.0 0.2 0.5 0.666
Cl -0.725 -0.718 -2.128 -0.2 0.2 0.6 -0.083
C -2.829 0.294 -0.817 -1.1 -0.2 -1.2 0.498
O -2.002 0.392 0.186 2.5 -0.7 0.7 -0.677
C -4.181 0.732 -0.703 0.6 -0.3 -0.2 0.384
Cl -4.691 1.355 0.785 -0.2 0.1 0.2 -0.109
C -5.032 0.635 -1.791 0.1 0.0 0.1 -0.685
H -2.909 -0.713 -4.105 0.1 0.0 0.0 0.486
H -6.060 0.962 -1.718 0.0 0.0 0.1 0.474
C 0.763 2.520 3.287 0.0 0.0 0.1 -0.639
O 0.364 2.233 1.886 0.1 -0.1 -0.7 -0.302
C 0.318 1.033 1.513 0.5 0.5 1.1 1.015
O 0.481 -0.007 2.197 -0.3 -0.4 -0.2 -0.464
H 1.060 3.561 3.272 0.0 0.0 0.0 0.259
H 1.588 1.865 3.552 0.0 0.0 0.0 0.338
H -0.108 2.356 3.914 0.0 0.0 0.0 0.334
I -0.690 -5.600 3.584 0.0 0.0 0.0 0.292
C -0.349 -4.315 2.024 0.1 0.1 -0.3 -0.638
C 0.153 -4.622 0.759 -0.1 0.1 0.4 -0.022
N 0.215 -3.489 0.063 0.2 0.2 -0.2 -0.188
N -0.226 -2.439 0.796 0.4 0.6 -0.4 0.117
C -0.558 -2.940 1.991 -0.1 -0.3 0.3 -0.426
H 0.460 -5.558 0.324 0.0 -0.1 0.0 0.476
H 0.536 -3.361 -0.883 0.0 0.0 0.0 0.149
H -0.923 -2.291 2.770 0.0 0.0 0.1 0.539
```
Positions in Å, forces in eV/Å.

## Properties
Energy ... -2517.5715 hartree
E_HOMO (alpha / beta) ... -14.7 / -14.7 eV
Frontier orbital gap (alpha / beta) ... 5.05 / 4.93 eV
Max |F| ... 2.66 eV Å⁻¹
Total charge ... +2
Multiplicity ... 2

Formula: H20O10
Source: the OMol25 dataset
Level of theory: ωB97M-V with the def2-TZVPD basis set

XYZ file:
```
30
Properties=species:S:1:pos:R:3:forces:R:3:mulliken_charge:R:1
O 17.313 -14.894 18.189 0.3 0.0 -0.2 -0.635
H 16.608 -15.357 17.737 -0.2 0.0 -0.1 0.307
H 17.020 -14.841 19.099 -0.1 0.1 0.3 0.307
O 15.174 -14.575 24.741 -0.1 0.2 0.1 -0.637
H 16.057 -14.783 25.045 0.4 0.0 0.0 0.301
H 14.661 -15.359 24.938 -0.2 -0.2 0.0 0.295
O 16.879 -17.610 23.952 -0.1 0.2 0.5 -0.610
H 16.339 -18.335 24.268 0.0 -0.4 0.4 0.266
H 17.701 -17.695 24.434 0.4 0.1 -0.1 0.284
O 16.694 -15.034 21.709 0.8 0.0 -0.1 -0.212
H 16.100 -14.326 21.957 -0.4 0.1 -0.2 0.313
H 16.316 -15.816 22.109 -0.2 -0.2 -0.1 0.074
O 15.637 -12.048 20.073 0.2 0.2 -0.5 -0.625
H 15.310 -11.238 20.464 0.0 0.2 0.1 0.281
H 15.516 -12.709 20.755 -0.1 -0.1 0.1 0.346
O 18.337 -17.464 20.821 0.1 -0.4 0.0 -0.656
H 17.544 -17.405 21.353 -0.2 -0.1 0.0 0.372
H 18.675 -16.569 20.795 0.2 0.3 -0.1 0.294
O 15.261 -17.539 21.936 -0.5 -0.1 -0.2 -0.558
H 15.705 -17.654 22.777 0.4 0.1 0.0 0.332
H 14.386 -17.900 22.076 -0.3 -0.2 -0.2 0.279
O 14.504 -16.091 19.613 -0.4 0.2 -0.5 -0.616
H 14.127 -16.218 20.484 0.1 0.1 0.1 0.276
H 15.304 -16.615 19.619 0.3 -0.2 0.2 0.310
O 19.360 -14.256 21.185 0.6 -0.1 0.0 -0.652
H 18.434 -14.463 21.310 -0.6 -0.1 0.2 0.373
H 19.386 -13.302 21.108 0.1 0.2 -0.2 0.317
O 14.672 -13.359 22.304 -0.4 0.3 -0.1 -0.658
H 13.740 -13.146 22.250 -0.2 0.1 -0.3 0.255
H 14.818 -13.564 23.227 0.2 -0.2 0.8 0.277
```
Positions in Å, forces in eV/Å.

## Properties
Energy ... -764.3724 hartree
E_HOMO ... -10.3 eV
Frontier orbital gap ... 9.56 eV
Max |F| ... 0.84 eV Å⁻¹
Structure (SMILES) ... O.O.O.O.O.O.O.O.O.O

Formula: C2H2FN3
Source: the OMol25 dataset
Level of theory: ωB97M-V with the def2-TZVPD basis set

XYZ file:
```
8
Properties=species:S:1:pos:R:3:forces:R:3:mulliken_charge:R:1
F -1.740 -0.895 0.781 2.0 1.1 -0.3 -0.250
C -0.618 -0.264 0.293 -1.4 -2.5 1.8 0.418
C -0.497 0.654 -0.658 -3.5 0.9 -0.1 -0.393
N 0.718 0.885 -1.006 2.5 -0.4 0.0 -0.252
N 1.405 0.095 -0.292 4.6 -0.8 0.8 -0.423
N 0.667 -0.634 0.539 0.7 -1.1 1.4 0.129
H -1.149 1.357 -0.972 -2.9 1.4 -1.2 0.445
H 1.215 -1.198 1.312 -2.0 1.5 -2.4 0.326
```
Positions in Å, forces in eV/Å.

## Properties
Energy ... -341.4612 hartree
E_HOMO ... -10.0 eV
Frontier orbital gap ... 10.78 eV
Max |F| ... 4.76 eV Å⁻¹
Structure (SMILES) ... Fc1cnn[nH]1

Copy entry 2 word for word.
Formula: C8H19ClO7S2
Source: the OMol25 dataset
Level of theory: ωB97M-V with the def2-TZVPD basis set

XYZ file:
```
37
Properties=species:S:1:pos:R:3:forces:R:3:mulliken_charge:R:1
C -1.785 1.749 0.699 -0.6 -0.6 0.8 -0.992
C -2.222 0.580 1.663 1.3 0.5 -1.1 -0.602
C -1.483 -0.767 1.345 -1.9 -0.8 0.7 0.094
C -2.283 -1.573 0.257 2.0 0.6 0.0 -1.510
S 0.213 -0.456 0.692 -0.1 -0.3 -0.1 0.275
C 1.427 -0.524 2.056 1.0 -0.2 1.0 -0.836
C 2.776 0.223 1.760 -0.5 -0.6 -0.2 -0.696
C 3.311 0.120 0.285 0.6 1.0 0.7 -0.690
C 3.409 1.555 -0.361 0.2 -2.1 0.0 -0.861
S 1.991 2.024 -1.412 -0.9 5.8 -2.6 1.207
O 2.569 2.787 -2.545 -0.5 -2.5 2.1 -0.641
O 1.010 2.893 -0.698 1.5 -3.1 -0.3 -0.576
O 1.264 0.698 -2.042 1.3 0.6 1.2 -0.447
H -0.837 2.177 1.062 -0.4 0.0 -0.5 0.343
H -1.698 1.390 -0.344 0.0 0.3 0.5 0.111
H -2.587 2.508 0.738 0.6 -0.2 -0.1 0.423
H -1.983 0.892 2.692 -0.5 -0.2 -0.3 0.336
H -3.290 0.402 1.475 0.4 -0.1 0.6 0.382
H -1.455 -1.399 2.256 0.6 0.4 -0.4 0.456
H -3.314 -1.778 0.578 0.4 0.3 -0.1 0.454
H -1.750 -2.531 0.099 -0.5 0.3 -0.2 0.324
H -2.228 -0.983 -0.684 -0.5 -0.8 0.7 0.548
H 0.473 -1.596 -0.044 -0.2 0.5 0.8 0.274
H 1.677 -1.551 2.378 -0.6 0.3 -0.5 0.423
H 0.966 -0.041 2.940 -0.2 -0.2 -0.7 0.401
H 2.663 1.261 2.119 0.1 -0.4 -0.5 0.422
H 3.532 -0.242 2.421 -0.5 0.2 -0.2 0.365
H 4.357 -0.233 0.358 -0.6 0.1 -0.2 0.352
H 2.782 -0.610 -0.348 0.1 0.4 0.2 0.532
H 4.309 1.592 -0.999 -0.8 0.1 -0.1 0.397
H 3.578 2.267 0.461 -0.7 0.2 -0.7 0.440
H 0.305 0.833 -2.021 -0.2 0.2 0.0 0.359
O -4.430 -2.905 -3.047 0.3 0.2 0.1 -0.652
Cl -3.144 -2.338 -3.376 -0.3 -0.5 -0.8 1.651
O -2.121 -3.359 -3.302 0.0 0.1 0.1 -0.686
O -2.828 -1.296 -2.411 0.0 0.4 -0.2 -0.726
O -3.176 -1.766 -4.700 0.1 -0.1 0.4 -0.654
```
Positions in Å, forces in eV/Å.

## Properties
Energy ... -2099.0492 hartree
E_HOMO ... -8.4 eV
Frontier orbital gap ... 7.31 eV
Max |F| ... 6.44 eV Å⁻¹